Below is a molecular structure, C2H2BaLiO2, with properties calculated with ωB97M-V/def2-TZVPD.

Structure (ORCA input):
```
! wB97M-V def2-TZVPD RIJCOSX def2/J DEFGRID3
* xyz 1 1
H 2.182 2.264 -0.062
O -0.346 -2.000 -0.011
C -1.277 0.077 -0.767
O -1.727 -0.096 -1.896
C -0.215 -0.800 -0.183
Ba 2.441 0.244 0.383
Li -3.305 0.138 -2.826
H -1.771 0.772 -0.054
*
```

Computed properties:
HOMO-LUMO gap (spin up / spin down) = 6.49 / 6.49 eV
HOMO level (spin up / spin down) = -0.3844 / -0.3845 Ha
LUMO energy (spin up / spin down) = -3.97 / -3.97 eV

Just the Löwdin charges please, in e? Sure, here they are: number 1, H, carries -0.43; number 2, O, carries -0.06; number 3, C, carries -0.28; number 4, O, carries -0.14; number 5, C, carries -0.46; number 6, Ba, carries 1.36; number 7, Li, carries 0.88; number 8, H, carries 0.12

***

Below is a molecular structure, C2H2Br2Cl2, with properties calculated with ωB97M-V/def2-TZVPD.

Structure (ORCA input):
```
! wB97M-V def2-TZVPD RIJCOSX def2/J DEFGRID3
* xyz 0 1
Br -2.405 1.586 -0.067
Br -2.453 -1.621 0.236
C 0.163 -0.101 -1.554
Cl -0.237 -1.647 -2.187
H 1.249 -0.326 -1.276
H -0.906 -0.098 1.142
Cl -0.303 1.229 -2.433
C -1.597 0.004 0.290
*
```

Computed properties:
HOMO-LUMO gap (spin up / spin down) = 8.05 / 7.92 eV
HOMO level (spin up / spin down) = -0.3140 / -0.3087 Ha
LUMO energy (spin up / spin down) = -0.49 / -0.48 eV

Just the natural (NBO) charges please, in e? Sure, here they are: number 1, Br, carries 0.19; number 2, Br, carries 0.15; number 3, C, carries -0.36; number 4, Cl, carries 0.01; number 5, H, carries 0.23; number 6, H, carries 0.22; number 7, Cl, carries 0.09; number 8, C, carries -0.53

***

We obtain max |F| values of 3.2, 3.1 eV/A for the records listed above, in that order.
We obtain energy above the lowest of the compared OMol25 structures with the same formula, charge and spin values of 74.46, 82.02 kcal/mol for the records listed above, in that order.